C54H144N12O15 | ωB97M-V with the def2-TZVPD basis set

Bonds (Å) are listed after each position.
CARTESIAN COORDINATES (ANGSTROEM)
1 C -12.921 -5.874 -7.216  C2 1.570, H7 1.090, H8 1.090, H9 1.090
2 C -11.425 -6.332 -7.092  C1 1.570, C3 1.483, N6 1.446, H10 1.090
3 C -11.027 -6.295 -5.664  C2 1.483, O4 1.437, H11 1.090, H12 1.090
4 O -10.916 -4.917 -5.272  C3 1.437, C5 1.415
5 C -10.755 -4.762 -3.874  O4 1.415, H13 1.090, H14 1.090, H15 1.090
6 N -11.319 -7.647 -7.682  C2 1.446, H16 1.010, H17 1.010
7 H -13.336 -6.114 -8.195  C1 1.090
8 H -13.051 -4.873 -6.805  C1 1.090
9 H -13.580 -6.368 -6.501  C1 1.090
10 H -10.684 -5.716 -7.603  C2 1.090
11 H -10.116 -6.831 -5.398  C3 1.090
12 H -11.827 -6.803 -5.125  C3 1.090
13 H -10.749 -3.706 -3.603  C5 1.090
14 H -9.841 -5.275 -3.575  C5 1.090
15 H -11.619 -5.146 -3.332  C5 1.090
16 H -10.410 -7.967 -7.379  N6 1.010
17 H -11.311 -7.526 -8.685  N6 1.010
18 C -5.931 -6.619 3.885  C19 1.558, H24 1.090, H25 1.090, H26 1.090
19 C -5.412 -7.499 5.060  C18 1.558, C20 1.523, N23 1.477, H27 1.090
20 C -5.492 -6.874 6.446  C19 1.523, O21 1.442, H28 1.090, H29 1.090
21 O -4.883 -7.839 7.327  C20 1.442, C22 1.390
22 C -4.886 -7.425 8.653  O21 1.390, H30 1.090, H31 1.090, H32 1.090
23 N -6.289 -8.685 5.128  C19 1.477, H33 1.010, H34 1.010
24 H -5.453 -5.645 3.774  C18 1.090
25 H -6.993 -6.389 3.965  C18 1.090
26 H -5.969 -7.103 2.909  C18 1.090
27 H -4.380 -7.731 4.796  C19 1.090
28 H -6.526 -6.632 6.694  C20 1.090
29 H -4.937 -5.946 6.586  C20 1.090
30 H -5.898 -7.449 9.058  C22 1.090
31 H -4.498 -6.435 8.893  C22 1.090
32 H -4.163 -8.093 9.119  C22 1.090
33 H -6.010 -9.236 4.329  N23 1.010
34 H -5.954 -9.006 6.025  N23 1.010
35 C 2.903 -8.466 -2.076  C36 1.524, H41 1.090, H42 1.090, H43 1.090
36 C 1.758 -8.201 -1.106  C35 1.524, C37 1.520, N40 1.437, H44 1.090
37 C 0.438 -7.979 -1.826  C36 1.520, O38 1.428, H45 1.090, H46 1.090
38 O 0.369 -6.649 -2.339  C37 1.428, C39 1.446
39 C -0.928 -6.280 -2.863  O38 1.446, H47 1.090, H48 1.090, H49 1.090
40 N 1.819 -9.422 -0.351  C36 1.437, H50 1.010, H51 1.010
41 H 3.169 -7.674 -2.775  C35 1.090
42 H 2.563 -9.282 -2.714  C35 1.090
43 H 3.835 -8.784 -1.609  C35 1.090
44 H 2.073 -7.381 -0.461  C36 1.090
45 H -0.307 -8.204 -1.062  C37 1.090
46 H 0.509 -8.700 -2.640  C37 1.090
47 H -1.254 -7.043 -3.570  C39 1.090
48 H -0.869 -5.274 -3.277  C39 1.090
49 H -1.633 -6.324 -2.032  C39 1.090
50 H 2.722 -9.574 0.076  N40 1.010
51 H 1.141 -9.337 0.392  N40 1.010
52 C -6.571 8.490 3.710  C53 1.502, H58 1.090, H59 1.090, H60 1.090
53 C -5.870 7.185 3.957  C52 1.502, C54 1.593, N57 1.413, H61 1.090
54 C -4.459 7.417 4.660  C53 1.593, O55 1.415, H62 1.090, H63 1.090
55 O -3.565 8.096 3.799  C54 1.415, C56 1.424
56 C -2.736 7.193 3.073  O55 1.424, H64 1.090, H65 1.090, H66 1.090
57 N -6.699 6.416 4.804  C53 1.413, H67 1.010, H68 1.010
58 H -7.414 8.091 3.145  C52 1.090
59 H -6.043 9.265 3.154  C52 1.090
60 H -6.677 8.959 4.688  C52 1.090
61 H -5.655 6.709 3.000  C53 1.090
62 H -4.021 6.475 4.990  C54 1.090
63 H -4.504 8.023 5.565  C54 1.090
64 H -2.292 6.383 3.651  C56 1.090
65 H -1.866 7.740 2.711  C56 1.090
66 H -3.228 6.829 2.171  C56 1.090
67 H -6.917 6.919 5.652  N57 1.010
68 H -6.134 5.623 5.075  N57 1.010
69 C -7.524 0.978 -7.831  C70 1.515, H75 1.090, H76 1.090, H77 1.090
70 C -7.513 1.291 -9.313  C69 1.515, C71 1.536, N74 1.471, H78 1.090
71 C -8.933 1.534 -9.846  C70 1.536, O72 1.402, H79 1.090, H80 1.090
72 O -9.710 2.416 -9.082  C71 1.402, C73 1.402
73 C -10.980 2.686 -9.611  O72 1.402, H81 1.090, H82 1.090, H83 1.090
74 N -6.662 2.473 -9.523  C70 1.471, H84 1.010, H85 1.010
75 H -7.986 1.823 -7.320  C69 1.090
76 H -6.540 0.960 -7.360  C69 1.090
77 H -8.051 0.062 -7.568  C69 1.090
78 H -6.988 0.517 -9.872  C70 1.090
79 H -9.388 0.544 -9.846  C71 1.090
80 H -8.855 1.902 -10.869  C71 1.090
81 H -11.534 3.442 -9.054  C73 1.090
82 H -11.574 1.815 -9.889  C73 1.090
83 H -10.935 3.036 -10.642  C73 1.090
84 H -7.004 3.256 -8.985  N74 1.010
85 H -6.868 2.804 -10.455  N74 1.010
86 C 0.755 -1.286 1.350  C87 1.550, H92 1.090, H93 1.090, H94 1.090
87 C 0.357 -0.491 0.080  C86 1.550, C88 1.513, N91 1.469, H95 1.090
88 C -0.877 0.381 0.153  C87 1.513, O89 1.465, H96 1.090, H97 1.090
89 O -2.189 -0.265 0.230  C88 1.465, C90 1.404
90 C -3.193 0.646 -0.136  O89 1.404, H98 1.090, H99 1.090, H100 1.090
91 N 1.559 0.336 -0.088  C87 1.469, H101 1.010, H102 1.010
92 H -0.087 -1.917 1.633  C86 1.090
93 H 0.984 -0.733 2.261  C86 1.090
94 H 1.505 -2.060 1.189  C86 1.090
95 H 0.147 -1.165 -0.750  C87 1.090
96 H -0.889 0.964 -0.768  C88 1.090
97 H -0.688 1.208 0.838  C88 1.090
98 H -4.086 0.035 -0.001  C90 1.090
99 H -3.213 1.072 -1.139  C90 1.090
100 H -3.135 1.514 0.520  C90 1.090
101 H 1.487 1.097 -0.748  N91 1.010
102 H 2.384 -0.197 -0.324  N91 1.010
103 C 4.167 -7.157 8.801  C104 1.493, H109 1.090, H110 1.090, H111 1.090
104 C 3.096 -8.185 8.958  C103 1.493, C105 1.528, N108 1.460, H112 1.090
105 C 2.920 -8.677 10.394  C104 1.528, O106 1.447, H113 1.090, H114 1.090
106 O 4.100 -9.384 10.844  C105 1.447, C107 1.390
107 C 3.920 -10.087 12.030  O106 1.390, H115 1.090, H116 1.090, H117 1.090
108 N 1.872 -7.519 8.519  C104 1.460, H118 1.010, H119 1.010
109 H 3.913 -6.267 9.377  C103 1.090
110 H 4.106 -6.797 7.774  C103 1.090
111 H 5.162 -7.570 8.968  C103 1.090
112 H 3.350 -9.001 8.282  C104 1.090
113 H 2.001 -9.256 10.478  C105 1.090
114 H 2.676 -7.807 11.004  C105 1.090
115 H 2.925 -10.531 12.001  C107 1.090
116 H 3.922 -9.398 12.875  C107 1.090
117 H 4.565 -10.933 12.265  C107 1.090
118 H 1.084 -8.112 8.734  N108 1.010
119 H 1.782 -6.779 9.200  N108 1.010
120 C 9.814 10.503 -4.334  C121 1.581, H126 1.090, H127 1.090, H128 1.090
121 C 8.631 9.586 -3.824  C120 1.581, C122 1.575, N125 1.407, H129 1.090
122 C 9.084 8.176 -3.286  C121 1.575, O123 1.429, H130 1.090, H131 1.090
123 O 8.052 7.362 -2.726  C122 1.429, C124 1.368
124 C 8.087 7.211 -1.367  O123 1.368, H132 1.090, H133 1.090, H134 1.090
125 N 8.034 10.318 -2.781  C121 1.407, H135 1.010, H136 1.010
126 H 10.490 10.024 -5.042  C120 1.090
127 H 10.504 10.767 -3.533  C120 1.090
128 H 9.566 11.470 -4.772  C120 1.090
129 H 7.848 9.472 -4.573  C121 1.090
130 H 9.816 8.320 -2.492  C122 1.090
131 H 9.464 7.696 -4.188  C122 1.090
132 H 7.200 6.670 -1.038  C124 1.090
133 H 8.011 8.124 -0.776  C124 1.090
134 H 9.002 6.663 -1.142  C124 1.090
135 H 7.568 11.175 -3.044  N125 1.010
136 H 7.494 9.771 -2.127  N125 1.010
137 C -7.547 7.510 -4.300  C138 1.570, H143 1.090, H144 1.090, H145 1.090
138 C -7.178 8.545 -5.422  C137 1.570, C139 1.548, N142 1.492, H146 1.090
139 C -5.808 9.234 -5.215  C138 1.548, O140 1.480, H147 1.090, H148 1.090
140 O -5.882 10.133 -4.042  C139 1.480, C141 1.364
141 C -5.174 9.768 -2.935  O140 1.364, H149 1.090, H150 1.090, H151 1.090
142 N -7.436 7.926 -6.755  C138 1.492, H152 1.010, H153 1.010
143 H -8.524 7.038 -4.403  C137 1.090
144 H -7.445 7.945 -3.306  C137 1.090
145 H -6.820 6.704 -4.405  C137 1.090
146 H -7.935 9.328 -5.430  C138 1.090
147 H -5.627 9.897 -6.061  C139 1.090
148 H -4.998 8.509 -5.133  C139 1.090
149 H -5.461 8.769 -2.606  C141 1.090
150 H -5.450 10.481 -2.158  C141 1.090
151 H -4.142 9.946 -3.239  C141 1.090
152 H -7.671 8.649 -7.420  N142 1.010
153 H -8.262 7.351 -6.674  N142 1.010
154 C 2.717 3.728 7.220  O155 1.396, H163 1.090, H164 1.090, H165 1.090
155 O 1.405 3.459 7.615  C154 1.396, C156 1.423
156 C 1.236 3.496 9.027  O155 1.423, C157 1.583, H166 1.090, H167 1.090
157 C -0.307 3.434 9.376  C156 1.583, N158 1.528, H168 1.090, H169 1.090
158 N -0.950 2.066 9.156  C157 1.528, C159 1.452, H170 1.010
159 C -0.930 1.755 7.737  N158 1.452, C160 1.515, H171 1.090, H172 1.090
160 C -2.043 0.782 7.409  C159 1.515, O161 1.393, H173 1.090, H174 1.090
161 O -3.207 1.545 7.384  C160 1.393, C162 1.463
162 C -4.371 0.826 6.863  O161 1.463, H175 1.090, H176 1.090, H177 1.090
163 H 2.573 3.895 6.153  C154 1.090
164 H 3.336 2.837 7.327  C154 1.090
165 H 3.142 4.592 7.731  C154 1.090
166 H 1.590 4.438 9.445  C156 1.090
167 H 1.749 2.654 9.493  C156 1.090
168 H -0.812 4.153 8.730  C157 1.090
169 H -0.485 3.691 10.420  C157 1.090
170 H -1.912 2.060 9.465  N158 1.010
171 H 0.088 1.376 7.652  C159 1.090
172 H -1.028 2.614 7.073  C159 1.090
173 H -2.141 -0.008 8.154  C160 1.090
174 H -1.850 0.350 6.427  C160 1.090
175 H -4.047 0.329 5.949  C162 1.090
176 H -5.176 1.519 6.620  C162 1.090
177 H -4.767 0.096 7.569  C162 1.090
178 C 17.666 -1.947 -1.042  O179 1.410, H187 1.090, H188 1.090, H189 1.090
179 O 16.617 -1.304 -0.355  C178 1.410, C180 1.363
180 C 15.496 -0.983 -1.061  O179 1.363, C181 1.525, H190 1.090, H191 1.090
181 C 14.592 -0.221 -0.097  C180 1.525, N182 1.469, H192 1.090, H193 1.090
182 N 13.988 -1.181 0.837  C181 1.469, C183 1.488, H194 1.010
183 C 12.964 -0.559 1.719  N182 1.488, C184 1.566, H195 1.090, H196 1.090
184 C 12.442 -1.567 2.798  C183 1.566, O185 1.435, H197 1.090, H198 1.090
185 O 11.415 -0.991 3.618  C184 1.435, C186 1.461
186 C 10.191 -0.783 2.849  O185 1.461, H199 1.090, H200 1.090, H201 1.090
187 H 18.485 -1.921 -0.323  C178 1.090
188 H 17.961 -1.317 -1.881  C178 1.090
189 H 17.465 -2.983 -1.316  C178 1.090
190 H 14.985 -1.808 -1.559  C180 1.090
191 H 15.794 -0.293 -1.850  C180 1.090
192 H 13.798 0.295 -0.636  C181 1.090
193 H 15.015 0.601 0.480  C181 1.090
194 H 14.742 -1.522 1.415  N182 1.010
195 H 12.180 -0.038 1.168  C183 1.090
196 H 13.485 0.223 2.271  C183 1.090
197 H 13.274 -1.792 3.465  C184 1.090
198 H 12.093 -2.514 2.388  C184 1.090
199 H 10.230 0.122 2.243  C186 1.090
200 H 9.417 -0.531 3.574  C186 1.090
201 H 9.788 -1.582 2.226  C186 1.090
202 C 7.070 -0.848 -4.873  O203 1.414, H211 1.090, H212 1.090, H213 1.090
203 O 5.704 -0.929 -4.520  C202 1.414, C204 1.400
204 C 4.965 -1.535 -5.543  O203 1.400, C205 1.566, H214 1.090, H215 1.090
205 C 4.843 -0.710 -6.868  C204 1.566, N206 1.472, H216 1.090, H217 1.090
206 N 4.262 0.609 -6.566  C205 1.472, C207 1.490, H218 1.010
207 C 2.777 0.647 -6.449  N206 1.490, C208 1.506, H219 1.090, H220 1.090
208 C 2.404 2.054 -6.059  C207 1.506, O209 1.415, H221 1.090, H222 1.090
209 O 2.784 2.442 -4.752  C208 1.415, C210 1.418
210 C 2.752 3.822 -4.426  O209 1.418, H223 1.090, H224 1.090, H225 1.090
211 H 7.647 -1.767 -4.974  C202 1.090
212 H 7.571 -0.320 -4.062  C202 1.090
213 H 7.172 -0.173 -5.723  C202 1.090
214 H 3.971 -1.581 -5.099  C204 1.090
215 H 5.190 -2.578 -5.766  C204 1.090
216 H 4.223 -1.148 -7.650  C205 1.090
217 H 5.829 -0.452 -7.254  C205 1.090
218 H 4.413 0.812 -5.588  N206 1.010
219 H 2.358 -0.078 -5.751  C207 1.090
220 H 2.267 0.412 -7.382  C207 1.090
221 H 1.330 2.181 -6.188  C208 1.090
222 H 2.759 2.669 -6.886  C208 1.090
223 H 1.717 4.153 -4.339  C210 1.090
224 H 3.246 4.421 -5.191  C210 1.090
225 H 3.112 4.069 -3.427  C210 1.090

Output
Net charge = 0
E_LUMO = 0.36 eV
Energy above the lowest of the compared OMol25 structures with the same formula, charge and spin = 203.66 kcal per mole
HOMO-LUMO gap = 9.006 eV
Structure (SMILES) = COC[C@H](C)N.COC[C@H](C)N.COC[C@H](C)N.COC[C@H](C)N.COC[C@H](C)N.COC[C@H](C)N.COC[C@H](C)N.COC[C@H](C)N.COC[C@H](C)N.COCCNCCOC.COCCNCCOC.COCCNCCOC
Total energy = -106911.063 eV